{
  "formula": "C4H10NOS",
  "method": "the ωB97M-V functional and the def2-TZVPD basis",
  "charge": -1,
  "smiles": "N[C@H](C[O-])CCS",
  "total_energy_ev": -18682.451,
  "e_homo_ev": -2.535,
  "species": ["N", "C", "C", "O", "C", "C", "S", "H", "H", "H", "H", "H", "H", "H", "H", "H", "H"],
  "coordinates": [[-0.063249, -1.001997, 1.316662], [0.254875, 0.288092, 0.596497], [0.103509, 1.423094, 1.677342], [0.998918, 1.227643, 2.660935], [-0.585799, 0.365376, -0.658994], [-0.361032, -0.818452, -1.621747], [0.984922, -0.479028, -2.882401], [-0.348507, -0.697942, 2.246470], [0.870220, -1.347679, 1.516466], [1.304762, 0.213312, 0.262813], [0.252744, 2.384681, 1.110600], [-0.937979, 1.333999, 2.110782], [-0.395783, 1.279733, -1.233722], [-1.665180, 0.293241, -0.397316], [-0.078268, -1.663121, -1.003871], [-1.230526, -1.117610, -2.205495], [0.896374, -1.683341, -3.495021]],
  "forces_ev_per_a": [[0.7, 0.4, -0.5], [-0.4, -0.7, 0.6], [1.1, -0.5, -0.3], [0.1, 0.2, 0.2], [-1.0, -0.3, -0.8], [0.5, -0.1, -0.1], [-0.5, -0.4, 0.4], [0.0, 0.0, 0.0], [-0.2, -0.4, 0.2], [-0.1, 0.4, 0.3], [-0.5, 0.1, 0.2], [-0.1, 0.3, -0.8], [-0.2, 0.2, 0.3], [0.5, 0.4, 0.0], [0.2, -0.2, -0.1], [-0.1, 0.3, 0.1], [0.1, 0.3, 0.1]]
}

=====

{
  "formula": "C17H39OP3SeV",
  "method": "the ωB97M-V functional and the def2-TZVPD basis",
  "spin_multiplicity": 3,
  "charge": 3,
  "total_energy_ev": -139179.046,
  "s_squared": 2.429,
  "e_homo_ev": [-16.583, -16.729],
  "species": ["V", "P", "P", "P", "H", "C", "C", "H", "C", "C", "C", "C", "C", "C", "C", "C", "C", "H", "H", "H", "H", "H", "H", "H", "H", "H", "H", "H", "H", "H", "H", "H", "H", "H", "H", "H", "H", "H", "H", "H", "H", "H", "H", "H", "H", "H", "C", "C", "C", "C", "C", "C", "Se", "H", "H", "H", "H", "H", "H", "O", "H", "H"],
  "coordinates": [[0.166954, -0.689153, -1.905680], [-1.108945, -0.579470, 1.382486], [1.656239, -1.989956, -0.922321], [-2.094541, -0.897756, -2.346159], [1.510718, 2.236251, -0.311882], [0.574409, 2.847606, -0.460777], [-0.335638, 2.902374, 0.528032], [-0.113058, 2.664235, 1.557356], [-0.286997, -0.032467, 2.874772], [-1.411222, -2.318931, 1.656530], [-2.740226, 0.235697, 1.437686], [3.057672, -1.910412, -2.085208], [2.305621, -1.941715, 0.755401], [0.718512, -3.591070, -1.232679], [-2.956450, 0.657337, -2.371536], [-3.048697, -2.171608, -1.509320], [-1.908758, -1.445668, -4.081518], [0.226502, 2.964816, -1.508341], [-1.406248, 2.871994, 0.325460], [0.145118, 0.968487, 2.762806], [0.518608, -0.727282, 3.138760], [-1.025938, -0.025189, 3.695655], [-0.472479, -2.843767, 1.818193], [-1.932138, -2.788469, 0.822595], [-2.019469, -2.423569, 2.564058], [-2.657153, 1.304692, 1.260635], [-3.155902, 0.103647, 2.443990], [-3.442932, -0.168080, 0.710374], [3.571497, -2.877577, -1.996697], [3.704833, -1.074978, -1.754643], [2.689494, -1.742857, -3.121712], [3.239414, -2.534057, 0.695927], [1.560556, -2.402515, 1.437097], [2.525473, -0.883830, 1.047382], [1.542458, -4.342059, -1.304063], [0.151623, -3.499526, -2.205817], [0.047099, -3.772337, -0.345062], [-3.755465, 0.528629, -3.104088], [-2.306607, 1.483611, -2.676259], [-3.361741, 0.874445, -1.381244], [-3.838891, -2.419580, -2.232508], [-3.444657, -1.757703, -0.572717], [-2.409473, -3.045220, -1.302087], [-2.935349, -1.479453, -4.462617], [-1.415981, -2.430228, -4.125969], [-1.294048, -0.719118, -4.654336], [1.445890, 2.057995, -4.584737], [0.907198, 3.304453, -4.218829], [1.335903, 4.478627, -4.868540], [2.284514, 4.412588, -5.899665], [2.807307, 3.160552, -6.288284], [2.401824, 2.010545, -5.614047], [0.926322, 0.279337, -3.879761], [-0.327776, -0.399277, -0.062032], [0.147672, 3.366030, -3.436541], [0.922806, 5.446146, -4.577828], [2.618008, 5.324797, -6.408561], [3.530629, 3.092178, -7.110896], [2.808073, 1.049457, -5.912356], [2.770470, 0.914084, 1.838321], [3.361623, 1.446497, 1.284462], [3.228342, 0.823666, 2.696740]],
  "forces_ev_per_a": [[-0.2, 2.6, -1.6], [-0.5, 0.4, -0.4], [1.4, -1.5, 1.0], [0.6, -0.2, -0.8], [-0.4, 1.8, 0.0], [-0.6, -2.2, -0.2], [0.0, -1.3, -0.6], [0.4, 0.2, 0.1], [0.9, 0.4, 0.1], [0.1, -0.5, -0.4], [0.2, 0.1, -0.6], [-0.1, -0.3, -0.1], [0.2, -0.3, -0.1], [0.6, 0.6, 0.3], [-0.6, 0.2, -0.1], [-0.2, 0.1, -0.2], [-0.3, 0.3, -0.1], [0.5, 0.1, 0.9], [0.2, 1.3, -0.2], [-0.1, -0.2, 0.1], [-0.1, 0.1, -0.1], [0.1, -0.1, -0.5], [0.0, 0.0, 0.1], [-0.1, 0.0, 0.1], [0.1, 0.1, -0.1], [0.1, 0.1, 0.0], [0.2, -0.2, -0.1], [0.1, -0.1, 0.1], [0.2, 0.3, -0.2], [-0.2, -0.5, -0.3], [0.5, -0.2, 0.8], [-0.4, 0.2, 0.6], [0.7, 0.2, -0.3], [-0.1, -0.9, -0.2], [-1.0, 0.1, -0.1], [0.5, -0.4, 1.0], [0.7, -0.1, -1.1], [-0.3, 0.4, 0.1], [-0.1, -0.2, 0.0], [-0.1, 0.1, -0.2], [-0.1, -0.3, 0.6], [-0.2, -0.4, -0.4], [-0.4, 0.2, -0.2], [0.2, -0.4, -0.4], [-0.3, 0.2, -0.1], [-0.8, -0.6, 0.4], [0.1, 0.2, -0.1], [-0.2, 0.1, 0.2], [0.0, -0.7, 0.1], [0.1, -0.5, 0.0], [-0.3, 0.4, 0.3], [0.1, -0.4, -0.2], [0.5, 1.7, -0.6], [-1.4, -0.2, 3.2], [0.2, 0.1, -0.4], [0.1, -0.4, 0.0], [-0.2, -0.4, 0.2], [-0.4, 0.0, 0.5], [0.0, 0.1, 0.0], [0.2, 0.1, 0.3], [0.0, 0.0, 0.4], [-0.1, 0.2, -0.5]]
}

=====

{
  "formula": "C9H9F3O2",
  "method": "the ωB97M-V functional and the def2-TZVPD basis",
  "charge": 0,
  "smiles": "C/C=C/C(F)(F)F.O=Cc1ccco1",
  "total_energy_ev": -21723.979,
  "e_homo_ev": -9.170,
  "species": ["C", "C", "C", "C", "F", "F", "F", "H", "H", "H", "H", "H", "O", "C", "C", "C", "C", "C", "O", "H", "H", "H", "H"],
  "coordinates": [[-2.677972, 1.946340, 0.606852], [-1.923120, 0.713890, 0.608414], [-2.058654, -0.420019, -0.097879], [-1.184649, -1.636666, -0.125630], [-0.532170, -1.859799, -1.307945], [-1.928354, -2.734509, 0.019063], [-0.279296, -1.585677, 0.891867], [-2.755357, 2.337326, 1.565994], [-2.362641, 2.686040, -0.155822], [-3.674785, 1.696960, 0.215315], [-1.054958, 0.674170, 1.150678], [-2.964496, -0.697723, -0.772370], [0.074684, 1.889639, -1.152490], [0.961601, 1.114713, -1.489334], [1.676160, 0.311460, -0.499424], [2.680451, -0.591547, -0.873000], [3.103971, -1.200503, 0.332383], [2.499862, -0.489681, 1.341786], [1.577190, 0.357388, 0.839771], [1.406859, 0.870032, -2.419676], [3.146556, -0.972009, -1.718831], [3.838656, -2.012203, 0.597080], [2.430470, -0.397630, 2.443207]],
  "forces_ev_per_a": [[-1.9, -0.2, -2.8], [0.4, -2.5, -2.0], [-2.6, -0.2, -1.7], [0.3, 0.7, 0.6], [0.0, 0.7, 0.7], [-0.2, -0.5, 0.5], [-0.1, -0.6, -0.8], [-0.1, 1.0, 1.6], [0.6, -0.3, 0.7], [-0.2, 0.2, 0.4], [2.2, 0.3, 1.6], [1.4, 1.1, 1.1], [0.8, -0.5, -1.5], [-1.0, 0.6, 3.9], [1.9, -1.1, -1.9], [-1.1, -0.2, 2.7], [1.1, 0.0, 2.5], [-1.2, -0.1, 0.7], [0.1, 0.8, -0.6], [-0.2, 0.4, -1.9], [0.0, 0.1, -2.1], [-0.8, 1.1, -0.9], [0.7, -0.8, -0.9]]
}

=====

{
  "formula": "H2P4",
  "method": "the ωB97M-V functional and the def2-TZVPD basis",
  "charge": 0,
  "total_energy_ev": -37183.367,
  "e_homo_ev": [-8.116, -9.115],
  "species": ["P", "P", "P", "P", "H", "H"],
  "coordinates": [[-1.654689, 1.094443, -0.132830], [-1.652559, -0.867361, 0.556838], [0.520379, 1.038264, -0.136690], [0.205928, -1.058537, -0.523567], [1.018381, 1.535160, -1.236060], [1.562562, -1.741971, 1.472308]],
  "forces_ev_per_a": [[-0.2, 0.1, 0.1], [0.3, 0.3, -0.5], [-0.9, -0.9, 2.9], [0.7, -0.9, 1.5], [0.9, 1.2, -2.8], [-0.7, 0.3, -1.2]]
}